No. 1
The following is a quantum chemistry calculation of a molecular structure, C23H41F6FeN3O4PS2Si, from the OMol25 dataset.

Geometry as XYZ:
```
82
Properties=species:S:1:pos:R:3:forces:R:3:lowdin_charge:R:1
Fe 0.64633 -0.77673 0.97755 -0.29 -0.20 -0.11 0.880
F 0.46435 -4.37576 5.35539 0.01 -0.01 0.04 0.156
C 1.11983 -3.36918 4.79483 -0.06 0.05 0.00 -0.677
F 1.87092 -2.76663 5.70962 0.04 -0.03 -0.04 0.154
F 1.90372 -3.84006 3.82854 -0.03 -0.02 0.00 0.143
S -0.08090 -2.13328 4.10688 -0.19 0.05 -0.14 0.624
O 0.71039 -1.46750 3.07327 0.11 0.02 0.10 -0.373
O -0.52572 -1.36694 5.21717 0.00 0.01 0.02 -0.233
N -1.26549 -2.95648 3.48263 0.27 -0.18 -0.03 -0.273
S -1.09785 -3.55141 2.03230 0.04 0.11 0.07 0.639
O -0.72362 -2.52755 1.05068 0.05 -0.08 0.00 -0.390
O -0.42014 -4.80374 1.93255 -0.03 0.05 0.02 -0.237
C -2.86885 -3.88295 1.66653 0.02 0.04 0.04 -0.688
F -3.37064 -4.72135 2.55898 -0.04 0.00 0.00 0.163
F -2.93989 -4.43221 0.45707 -0.04 0.01 -0.06 0.148
F -3.57221 -2.75286 1.67263 0.01 -0.06 0.00 0.145
C -2.01497 1.79200 0.14130 -0.01 0.08 0.03 -0.080
C -2.42574 0.94072 -1.06676 0.06 -0.14 -0.02 -0.587
C -3.32739 -0.17808 -0.52045 -0.01 0.02 0.00 -0.082
C -3.22426 1.81367 -2.03747 -0.03 0.02 -0.01 -0.071
P -0.91153 0.11793 -1.83286 0.46 -0.08 0.28 0.954
N 0.03834 -0.40102 -0.65888 -0.74 0.05 -0.44 -0.272
C 0.08878 1.36402 -2.82542 -0.03 0.00 -0.03 -0.591
C -0.50438 1.76011 -4.18025 0.02 0.04 0.00 -0.074
C 1.51229 0.81306 -3.03041 -0.09 -0.05 0.01 -0.095
C 0.24226 2.62250 -1.95610 0.02 -0.01 0.01 -0.084
C -1.44984 -1.30805 -2.94591 0.05 0.03 0.01 -0.591
C -0.24019 -1.75674 -3.78146 0.02 0.04 0.02 -0.088
C -1.83877 -2.51817 -2.08205 -0.07 -0.01 0.02 -0.090
C -2.60534 -0.96986 -3.89349 0.02 -0.03 -0.03 -0.075
H -2.90956 2.00325 0.73162 -0.01 0.02 -0.03 0.094
H -1.56553 2.74385 -0.12513 -0.01 -0.02 -0.02 0.069
H -1.31529 1.27018 0.78457 0.09 -0.08 0.13 0.045
H -4.09931 0.28003 0.10169 -0.01 0.00 -0.01 0.094
H -2.76888 -0.87870 0.10129 0.01 0.01 -0.01 0.063
H -3.83136 -0.73512 -1.30697 0.00 0.03 0.01 0.064
H -4.12494 2.15638 -1.52105 0.00 0.00 0.00 0.096
H -3.54141 1.28196 -2.93208 -0.01 0.01 0.00 0.064
H -2.67026 2.70024 -2.34175 -0.01 0.01 0.01 0.066
H -0.50229 0.93687 -4.89230 0.01 -0.01 -0.01 0.064
H 0.11144 2.55730 -4.60575 0.00 -0.01 0.00 0.094
H -1.52105 2.14141 -4.10027 -0.01 0.01 -0.01 0.065
H 1.57859 0.09070 -3.83733 -0.02 -0.04 -0.04 0.064
H 1.88621 0.35114 -2.11712 -0.09 0.02 -0.06 0.040
H 2.16897 1.64884 -3.28307 -0.01 -0.01 -0.01 0.089
H -0.67819 3.19870 -1.89223 0.01 0.01 0.00 0.062
H 0.99716 3.26367 -2.41744 -0.02 0.00 0.00 0.091
H 0.58181 2.37417 -0.94833 0.01 0.00 0.00 0.077
H 0.63368 -1.94495 -3.15603 0.00 0.00 0.00 0.085
H 0.02423 -1.04423 -4.55877 0.02 0.02 0.00 0.060
H -0.50281 -2.69417 -4.27571 0.00 0.01 -0.01 0.088
H -1.17353 -2.63341 -1.23211 0.06 -0.02 0.05 0.049
H -1.76318 -3.41853 -2.69568 -0.04 0.01 -0.01 0.091
H -2.86103 -2.46159 -1.71608 0.04 -0.01 0.03 0.065
H -2.40318 -0.10510 -4.52361 0.00 0.00 -0.01 0.066
H -3.53782 -0.79804 -3.35943 0.00 -0.01 -0.01 0.064
H -2.76489 -1.82708 -4.55339 0.00 0.00 0.01 0.095
C 3.91846 1.44691 -0.43753 0.04 0.01 -0.12 -0.155
Si 3.34384 0.33478 0.95950 0.13 0.03 0.07 0.378
C 3.15694 -1.44327 0.33442 -0.20 0.00 0.07 -0.173
C 4.61801 0.36115 2.31770 0.06 0.00 0.12 -0.160
N 1.75613 0.66295 1.55214 0.04 0.39 0.30 -0.186
C 1.38496 1.73774 2.36404 0.26 -0.05 -0.16 -0.341
C 2.15864 2.90677 2.42710 -0.01 0.05 0.02 -0.056
C 1.78189 3.98030 3.21835 0.02 -0.01 -0.02 -0.095
C 0.62206 3.92968 3.97819 -0.01 -0.02 0.02 -0.110
C -0.14741 2.77513 3.93968 -0.01 0.03 0.00 -0.086
C 0.22833 1.70006 3.15250 -0.10 -0.10 -0.10 -0.060
H 5.00758 1.53448 -0.45164 0.00 -0.02 0.03 0.035
H 3.50533 2.45194 -0.33068 0.00 0.01 -0.01 0.027
H 3.60382 1.07043 -1.41215 0.09 0.05 0.10 0.000
H 4.09675 -1.85419 -0.03696 0.03 0.04 0.00 0.051
H 2.44608 -1.52510 -0.49950 0.05 -0.06 -0.03 0.011
H 2.84277 -2.10853 1.15277 0.05 -0.03 -0.05 0.036
H 5.59442 0.04255 1.94380 -0.01 0.00 -0.01 0.034
H 4.33184 -0.30232 3.13681 -0.01 0.01 -0.01 0.037
H 4.73068 1.36576 2.73070 0.01 -0.02 0.01 0.029
H 3.06843 2.97394 1.84323 -0.01 0.03 -0.01 0.082
H 2.40341 4.86751 3.23714 0.00 -0.01 0.00 0.101
H 0.33100 4.76680 4.59849 0.00 0.00 -0.01 0.095
H -1.04562 2.69901 4.54019 0.00 0.00 -0.01 0.105
H -0.37540 0.80030 3.16781 -0.02 0.01 0.00 0.083
```
Positions in Å, forces in eV/Å.

E_HOMO (alpha / beta) in eV: -7.6 / -7.5
Total charge: 0
Kohn-Sham gap (alpha / beta) in eV: 8.0 / 6.4
Multiplicity: 6
Max |F| in eV Å⁻¹: 0.9

***

No. 2
The following is a quantum chemistry calculation of a molecular structure, C23H41IP2Y at a distorted geometry, from the OMol25 dataset.

Geometry as XYZ:
```
68
Properties=species:S:1:pos:R:3:forces:R:3:lowdin_charge:R:1
Y 0.02201 -0.23344 0.37457 3.02 2.17 3.87 1.069
C 1.83983 2.38545 1.16195 0.08 -1.12 0.66 -0.270
C 0.54948 2.17522 1.75521 0.07 -1.35 -0.43 -0.371
C 2.12022 1.03594 3.00682 -0.64 0.79 -0.73 -0.309
C 2.78992 1.67567 1.93533 -1.07 0.29 0.15 -0.300
C 0.73731 1.32959 2.90600 0.73 0.01 -0.99 -0.307
C 2.18958 3.37321 0.12330 0.21 0.55 -0.40 -0.059
H 1.45051 3.41009 -0.67909 0.14 0.29 0.06 0.025
H 3.15832 3.13625 -0.33022 -0.19 0.12 -0.02 0.073
H 2.25990 4.39155 0.53886 -0.01 -0.19 -0.16 0.101
C 4.25121 1.65555 1.73530 0.68 -0.08 -0.10 -0.061
H 4.55741 2.38274 0.97322 0.08 -0.19 0.20 0.067
H 4.59733 0.65901 1.41444 0.02 0.23 0.10 0.045
H 4.78048 1.90470 2.67107 -0.11 -0.09 -0.34 0.088
C 2.79212 0.27078 4.07375 0.27 -0.35 0.40 -0.070
H 3.66138 0.82167 4.46453 -0.22 -0.18 -0.06 0.088
H 3.15523 -0.69669 3.69659 0.01 0.17 0.17 0.018
H 2.11190 0.07424 4.90845 0.20 -0.01 -0.05 0.070
C -0.27850 1.04034 3.93967 -0.51 -0.07 0.55 -0.061
H -0.48174 1.91694 4.57641 -0.02 -0.19 -0.13 0.096
H 0.06100 0.23716 4.60158 -0.17 0.07 -0.08 0.074
H -1.23788 0.73192 3.50591 -0.01 0.09 0.14 0.037
C -0.67658 2.96815 1.48485 -0.47 0.61 0.11 -0.083
H -0.75815 3.82862 2.17251 -0.11 -0.14 -0.21 0.095
H -1.59615 2.37985 1.62455 -0.03 0.12 0.01 0.060
H -0.69310 3.37886 0.46679 -0.03 -0.01 0.11 0.061
C 0.02990 -1.75948 -2.78372 0.67 -0.26 0.01 -0.324
C -0.45669 -0.62452 -3.69181 0.51 0.84 -2.07 -0.327
C -1.92251 -0.21791 -3.63185 -0.59 -0.14 -0.89 -0.178
C -2.77110 -0.53037 -2.38216 -0.19 0.51 0.78 -0.125
C -2.07090 -0.55355 -0.97574 -1.14 0.52 -0.66 -0.319
C -2.30822 -1.92603 -0.34003 -1.27 -0.48 0.07 -0.449
C -1.80612 -3.10168 -1.24258 -0.55 -0.29 0.52 -0.167
C -0.97335 -2.91386 -2.52067 0.45 -0.28 -0.40 -0.119
H -2.39617 -0.74629 -4.47555 -0.07 0.20 0.32 0.127
H -3.23826 -1.51429 -2.51429 -0.09 0.47 0.02 0.113
H -2.01215 0.84454 -3.91149 0.04 -0.32 0.16 0.106
H -1.63182 -2.96473 -3.40413 0.19 0.04 0.29 0.123
H 0.93188 -2.26707 -3.18377 -0.59 0.32 -0.40 0.146
H -0.10440 -0.67665 -4.75317 -0.68 -0.33 0.58 0.139
H -0.35763 -3.82798 -2.56640 -0.37 0.27 -0.12 0.125
H -1.28099 -3.81888 -0.60282 0.06 0.23 -0.19 0.080
H -3.41266 -2.00804 -0.22392 0.49 -0.12 -0.27 0.128
H -2.70608 -3.65114 -1.56378 0.31 0.12 0.18 0.127
H -3.55078 0.23952 -2.30173 -0.08 -0.45 -0.34 0.125
H -2.34618 0.32904 -0.34961 -0.59 -0.50 -0.14 0.112
P 0.64309 0.59690 -2.88325 -0.80 -3.78 2.03 0.973
C 2.29585 0.45215 -3.50519 1.17 1.37 -0.70 -0.148
C -0.23204 2.08084 -2.41428 0.29 1.70 -0.23 -0.159
P -1.68752 -2.00805 1.40417 0.42 0.83 0.01 0.828
C 0.54088 -0.79713 -1.73409 1.35 0.00 0.72 -0.511
C -2.97267 -1.22909 2.41314 -0.47 -0.13 0.40 -0.254
C -1.41652 -3.68047 1.97440 0.12 -0.66 0.43 -0.233
H 2.89941 -0.11850 -2.77655 -0.40 0.42 -0.30 0.083
H 2.70897 1.46579 -3.62606 0.32 -0.43 -0.24 0.069
H 2.28946 -0.07668 -4.47394 -0.04 0.35 0.36 0.080
H -1.24861 1.97061 -1.97676 0.74 -0.56 -0.40 0.080
H -0.34658 2.71229 -3.31868 0.03 -0.18 0.41 0.087
H 0.36034 2.66604 -1.69367 -0.16 -0.23 -0.32 0.019
H -1.62552 -4.42532 1.18864 0.04 0.23 0.53 0.052
H -2.06539 -3.84614 2.85184 0.28 -0.14 -0.39 0.064
H -0.35675 -3.74813 2.28397 -0.55 -0.15 -0.17 0.050
H 1.31622 -1.19437 -1.01025 0.49 0.48 -1.68 -0.123
H -1.01089 -0.43631 -1.29560 -0.65 -0.34 -0.29 -0.041
H -2.51519 -0.96409 3.38928 -0.41 -0.17 -0.55 0.046
H -3.79757 -1.94919 2.56874 0.18 0.50 -0.01 0.063
H -3.35380 -0.30214 1.93552 0.21 -0.55 0.28 0.058
I 2.59601 -1.71303 1.01545 -0.58 -0.46 -0.15 0.296
```
Positions in Å, forces in eV/Å.

E_HOMO in eV: -9.0
Total charge: +1
Kohn-Sham gap in eV: 6.3
Max |F| in eV Å⁻¹: 5.4

***

No. 3
The following is a quantum chemistry calculation of a molecular structure, C23H41N2P3PbSe at a distorted geometry, from the OMol25 dataset.

Geometry as XYZ:
```
71
Properties=species:S:1:pos:R:3:forces:R:3:lowdin_charge:R:1
Pb -0.38453 -1.45955 -1.65701 0.84 5.96 1.73 1.352
P 0.44681 1.79505 1.90837 0.33 2.69 2.44 0.978
P -2.62490 0.19363 0.17663 -0.90 -0.28 -0.19 0.743
P 2.29939 -0.38796 -0.10656 0.75 -0.61 0.10 0.713
H -1.55544 -3.47651 -3.57910 -0.44 0.45 0.41 0.111
C -0.68039 -3.43066 -2.93372 -0.32 -4.81 1.98 -0.111
C -0.78185 -3.62562 -1.51527 0.24 -3.10 -3.84 -0.204
H -1.73930 -3.99208 -1.18298 -0.50 0.65 0.71 0.112
C 0.46091 3.44553 1.08756 -0.10 -0.79 -1.24 -0.225
C -0.88950 2.07312 3.14932 -0.65 -1.16 -0.45 -0.203
C 1.87302 2.06425 3.06028 0.60 -1.09 -0.46 -0.204
C -3.56195 -0.52039 -1.23815 0.29 0.03 -0.09 -0.329
C -3.69308 -0.45191 1.51286 0.45 -0.24 0.23 -0.261
C -3.28983 1.91251 0.07482 0.61 0.13 -0.28 -0.253
C 2.86897 -1.49792 -1.47211 -0.44 0.08 -0.10 -0.323
C 3.13844 -1.23858 1.27126 -0.28 -0.05 0.29 -0.267
C 3.44262 1.00559 -0.41118 -0.51 0.33 -0.26 -0.257
H 0.18802 -3.81951 -3.49780 0.50 1.39 0.48 0.130
H 0.13021 -3.77545 -0.90948 -0.35 -0.28 -0.19 0.096
H 0.49806 4.21472 1.86234 -0.01 -0.18 0.06 0.081
H -0.43219 3.57854 0.47206 0.02 0.10 0.12 0.039
H 1.33747 3.52896 0.44057 -0.01 0.12 0.12 0.044
H -0.72949 3.05137 3.61379 0.17 -0.02 -0.23 0.089
H -0.83669 1.30232 3.92263 0.02 0.04 -0.09 0.038
H -1.88970 2.03278 2.70207 0.24 0.12 0.16 0.025
H 1.76016 3.07046 3.48571 -0.17 -0.15 -0.21 0.088
H 2.83946 2.00474 2.54238 -0.22 0.10 0.17 0.050
H 1.88266 1.33110 3.87583 -0.04 0.14 -0.18 0.025
H -4.60764 -0.22891 -1.12048 -0.04 -0.12 -0.30 0.072
H -3.50418 -1.61454 -1.22712 -0.11 0.02 0.03 0.037
H -3.18133 -0.15188 -2.20135 -0.22 0.02 0.06 0.029
H -4.71346 -0.11893 1.33154 -0.08 0.04 -0.12 0.072
H -3.38221 -0.07915 2.49353 0.00 -0.19 -0.14 0.041
H -3.66897 -1.54620 1.49638 -0.05 0.24 0.15 0.046
H -4.38522 1.81790 0.02156 0.32 0.14 0.08 0.074
H -2.92747 2.37368 -0.85902 -0.19 0.05 0.40 0.042
H -2.99894 2.53072 0.94081 -0.20 -0.23 -0.45 0.040
H 3.95599 -1.41505 -1.55201 -0.06 -0.15 -0.15 0.075
H 2.41626 -1.20693 -2.43457 0.29 -0.06 0.06 0.015
H 2.61793 -2.54338 -1.24658 0.09 0.10 -0.04 0.048
H 4.20238 -1.34816 1.03590 -0.13 -0.02 -0.03 0.080
H 2.68687 -2.23271 1.40750 0.24 0.30 0.05 0.055
H 3.05085 -0.65956 2.20048 0.05 -0.20 -0.24 0.037
H 4.46608 0.60836 -0.42858 -0.20 0.19 0.04 0.077
H 3.34336 1.78610 0.35628 0.15 -0.21 -0.32 0.029
H 3.19349 1.41729 -1.40143 0.27 0.09 0.32 0.048
C 0.26783 1.60644 -4.73026 0.12 -0.78 -0.32 -0.545
C -0.19437 0.30591 -4.41103 -0.81 0.06 0.19 -0.187
C 0.09825 -0.78642 -5.23285 -0.16 0.24 0.30 -0.062
C 0.73697 -0.59799 -6.46594 0.08 0.59 0.58 0.027
C 1.21835 0.68341 -6.74435 -0.03 0.25 -0.08 0.008
C 1.03742 1.78013 -5.89286 0.05 0.24 0.36 -0.045
Se -0.27624 3.11752 -3.69986 0.04 -0.60 0.01 1.275
H 1.01803 3.34457 -3.01027 0.07 0.31 -0.45 -0.051
H -0.88348 0.16090 -3.54961 0.48 0.37 -0.80 0.004
H -0.20374 -1.79200 -4.92466 -0.13 0.40 -0.30 0.086
H 0.84017 -1.42065 -7.17413 0.14 0.27 0.19 0.147
H 1.74426 0.86339 -7.66144 0.18 0.00 -0.36 0.137
H 1.43481 2.78229 -6.12399 -0.12 -0.71 -0.17 0.141
N 2.66737 -0.16676 6.07818 -2.28 -0.87 -1.62 0.215
C 1.72055 -0.57107 5.51348 1.74 0.71 1.56 -0.170
C 0.53406 -1.07041 4.84916 -0.02 -0.07 -0.22 -0.205
C -0.76040 -0.93984 5.40538 0.50 -0.20 0.10 0.006
C -1.85178 -1.48065 4.73235 0.43 0.17 -0.45 -0.014
C -1.59967 -2.03630 3.46936 -0.48 0.09 0.89 -0.161
N -0.39318 -2.10636 2.94003 0.35 -0.61 -1.36 0.052
C 0.67863 -1.69528 3.59831 -0.21 0.35 0.84 -0.113
H -0.85800 -0.46633 6.37917 -0.09 -0.09 -0.12 0.143
H -2.86587 -1.44985 5.12932 0.33 -0.02 0.05 0.131
H -2.41672 -2.48052 2.90062 0.26 0.10 0.14 0.097
H 1.66556 -1.90133 3.15789 -0.68 0.23 0.43 0.089
```
Positions in Å, forces in eV/Å.

E_HOMO (alpha / beta) in eV: -18.9 / -18.9
Total charge: +4
Kohn-Sham gap (alpha / beta) in eV: 3.4 / 4.1
Max |F| in eV Å⁻¹: 6.3

***

Number 1: electronic energy -4656.382679 Ha. Number 2: electronic energy -1919.378593 Ha. Number 3: electronic energy -4627.042126 Ha.